--- P ---
Below is a single C3H7N3S2 molecule, with properties calculated with ωB97M-V/def2-TZVPD.

Computed properties:
- Charge: 0
- Orbital gap: 8.844 eV
- Structure (SMILES): CSC(=S)N/C=N\N

Atoms and positions in Å:
S 1.50 1.96 -0.12
S 1.43 -1.06 0.07
N -2.77 -0.60 -0.23
N -0.67 0.47 -0.17
N -3.26 0.60 0.25
C -1.49 -0.63 -0.41
C 3.18 -0.67 0.06
C 0.69 0.53 -0.10
H -2.82 0.87 1.13
H 3.42 -0.02 0.88
H 3.45 -0.17 -0.88
H 3.72 -1.60 0.14
H -1.10 1.39 -0.27
H -1.04 -1.55 -0.79
H -4.24 0.48 0.44

--- Q ---
Below is a single C3H7N3S2 molecule, with properties calculated with ωB97M-V/def2-TZVPD.

Computed properties:
- Charge: 0
- Orbital gap: 8.899 eV
- Structure (SMILES): CN(/C=N\S)/C=N\S

Atoms and positions in Å:
S 1.44 -1.60 0.35
S 1.09 1.81 -0.47
N -1.45 -0.02 0.09
N 0.35 -1.32 -0.87
N 0.43 1.21 1.01
C -2.94 -0.14 0.05
C -0.59 0.53 1.02
C -0.73 -0.64 -0.99
H 1.06 0.59 -1.34
H 0.76 -1.18 1.55
H -3.48 -1.18 0.46
H -1.15 0.51 2.01
H -1.08 -0.50 -2.06
H -3.25 0.73 0.47
H -3.14 0.08 -1.19

Quick one: most stable of them? P